Record 1
ORCA calculation (the ωB97M-V functional and the def2-TZVPD basis) on C34H34ClCsNP as an isolated structure.

Properties
Charge   -2
ΔE to the lowest compared entry with this formula, charge and spin   0.537 eV
LUMO level   3.8 eV

Positions of all 72 atoms, in Å:
Cs 0.3964 -0.4072 1.6514
Cl 0.7869 8.0721 5.3926
P -0.3576 -0.6549 -1.8200
N 1.6128 -2.5009 3.0603
C -0.6226 5.7642 4.8892
C 0.5837 6.4409 4.7435
C -4.3691 -1.3645 -1.3916
C 0.0927 2.5093 3.1695
C 0.4387 -1.5599 -3.2176
C 0.0013 -3.6643 -1.8613
C 1.4742 -1.7177 -5.4078
C 3.7989 -1.4593 2.4037
C -0.4619 3.4743 -2.2796
C 2.9790 -2.5135 3.1035
C 1.4766 4.5359 3.5703
C 1.5854 -3.0907 -5.2641
C -2.5926 -1.1760 0.3016
C 1.1103 -3.6955 -4.1070
C 1.2026 -3.5770 3.7894
C 0.2538 3.7881 3.6867
C 1.3431 1.4242 -2.3966
C -0.9299 2.1702 -2.0975
C 0.9008 -0.9671 -4.3869
C 1.7876 2.7220 -2.5844
C 3.4448 -3.5842 3.8531
C 0.8684 3.7595 -2.5333
C -0.7874 4.4924 4.3851
C -0.0058 1.1166 -2.1856
C 2.2865 -4.2775 4.3000
C 1.6282 5.8078 4.0775
C -0.2603 -3.8754 3.9472
C -2.5945 -0.9240 -3.4587
C -2.0998 -0.9754 -2.1569
C -2.3887 1.9834 -1.7593
C 0.5344 -2.9560 -3.0790
C -3.9360 -1.0607 -3.7653
C -2.9802 -1.1836 -1.0278
C -4.8148 -1.2902 -2.6787
H -1.5614 -1.0900 0.5817
H 4.4655 -1.8830 1.6459
H 1.1842 -4.7712 -3.9904
H -4.2885 -1.0218 -4.7869
H -0.5939 -3.8249 4.9889
H 0.9099 2.0189 2.6612
H 2.8404 2.9178 -2.7462
H -0.8554 -3.1516 3.3856
H 0.5072 -3.3390 -0.9493
H 3.1632 -0.7367 1.8879
H -2.5251 1.3314 -0.8935
H -3.3146 -1.3336 1.0928
H -1.7444 3.9982 4.5151
H -0.5330 -4.8655 3.5684
H -2.9527 1.5363 -2.5799
H -1.8894 -0.7679 -4.2722
H 1.1905 4.7863 -2.6568
H 2.2470 -5.1692 4.9124
H -2.8252 2.9538 -1.5185
H -1.4443 6.2474 5.4076
H -1.1737 4.2868 -2.1878
H 2.0364 -3.6913 -6.0451
H -5.8772 -1.4225 -2.8661
H 0.8123 0.1063 -4.5052
H 1.8212 -1.2271 -6.3094
H 2.0667 0.6151 -2.4072
H 4.4186 -0.8817 3.0958
H -0.8390 1.9687 3.2959
H 4.4800 -3.8298 4.0528
H 2.3151 4.0740 3.0595
H 2.5740 6.3254 3.9559
H -5.0732 -1.5453 -0.5859
H 0.1350 -4.7423 -1.9566
H -1.0619 -3.4570 -1.7160

Record 2
ORCA calculation (the ωB97M-V functional and the def2-TZVPD basis) on C34H34FN7O2PtSe as an isolated structure.

Properties
Charge   +2
LUMO level (alpha / beta)   -8.1 / -8.1 eV

Positions of all 80 atoms, in Å:
Pt 0.4159 -0.1898 -0.4863
Se 5.1051 -5.1495 2.8148
F -2.3131 0.3815 0.4765
O 1.1502 1.5347 -2.8777
O -0.1574 1.1765 2.1043
N 0.2703 -1.8848 0.7126
N 0.1290 1.4845 0.9790
N 3.3534 -5.1424 2.5198
N 0.8075 1.5002 -1.5499
N -1.0174 -0.7413 -1.7081
N 2.3036 -0.1821 0.4428
N 5.3229 -3.4846 2.2339
C 0.5795 -4.3753 1.9298
C 3.9068 -1.7148 1.3541
C -0.7825 -2.6390 1.0104
C -4.0656 1.1097 -3.3657
C -2.1835 2.7742 -3.3329
C -2.9547 -0.5711 -0.2315
C 4.5447 0.5223 0.8134
C 4.1425 -3.0512 1.8749
C 1.6972 -3.5766 1.6736
C 0.7298 2.6452 -0.9695
C -4.2298 -0.9328 0.1442
C -0.7871 -0.3507 -5.8969
C 1.5064 -2.3323 1.0825
C -2.5888 1.3292 -3.0325
C 3.0536 -3.9666 2.0322
C -4.2815 -2.4959 -1.6863
C -1.6973 0.3454 -3.7713
C 0.9142 -2.5426 -3.3296
C 2.2147 -1.9761 -2.7500
C 3.2412 0.7593 0.3971
C 0.3486 3.8803 1.2917
C 0.0307 -1.2617 -5.2517
C -3.0123 -2.1054 -2.0619
C -0.6650 -3.8818 1.6202
C 0.2235 -3.5336 -2.3925
C 0.0146 -1.4275 -3.8665
C 4.8902 -0.7253 1.2816
C 1.0313 3.9290 -1.6606
C -0.8655 -0.6005 -3.1348
C 2.6198 -1.4009 0.9313
C -2.3047 -1.1354 -1.3334
C -1.6488 0.4374 -5.1569
C 0.3829 2.6453 0.4474
C -4.8962 -1.9079 -0.5830
H -0.1594 -3.0718 -1.4841
H -2.4708 1.1859 -1.9580
H -1.7564 -2.2539 0.7526
H -2.3307 3.0215 -4.3847
H 2.7815 -1.4543 -3.5244
H 0.7112 -5.3467 2.3881
H 2.8492 -2.7533 -2.3243
H 5.8988 -0.9502 1.6031
H -2.5337 -2.5628 -2.9174
H 0.9249 -4.3188 -2.1033
H -4.6795 -0.4389 0.9954
H -1.1356 2.9514 -3.0996
H 0.3984 4.7184 -1.2607
H -1.5636 -4.4420 1.8349
H 0.9020 3.8538 -2.7345
H 1.1806 4.5391 1.0462
H 1.1177 0.6117 -3.1875
H 1.9646 -1.2338 -1.9904
H -4.7957 -3.2572 -2.2561
H 2.9503 1.7226 0.0050
H 0.4118 3.6083 2.3425
H 2.0713 4.2087 -1.4660
H 5.2691 1.3222 0.7596
H -4.6873 1.7750 -2.7653
H -0.5801 4.4344 1.1403
H -4.2730 1.3286 -4.4143
H -0.7567 -0.2639 -6.9748
H -2.7958 3.4604 -2.7460
H 0.6837 -1.8972 -5.8372
H 1.1978 -3.1212 -4.2097
H -2.2821 1.1544 -5.6628
H -4.3774 0.0824 -3.1702
H -5.8953 -2.2018 -0.2924
H -0.6139 -4.0187 -2.8958

Record 3
ORCA calculation (the ωB97M-V functional and the def2-TZVPD basis) on C34H35BrF6IrN6O5S2SbSe as an isolated structure.

Properties
Charge   +1
ΔE to the lowest compared entry with this formula, charge and spin   1.304 eV
<S²>   0.790
Multiplicity   2
LUMO level (alpha / beta)   -5.0 / -5.0 eV

Positions of all 92 atoms, in Å:
Ir -0.4144 1.0056 0.2865
Sb -1.6079 -2.6244 2.7812
Br 3.8472 2.0645 -6.6598
Se -2.8037 1.3449 0.6296
S 1.3100 3.1714 1.6064
S 0.9822 0.6855 2.8653
F 0.5635 -0.4685 5.1430
F 0.0419 4.0696 3.6905
F 2.0634 4.8123 3.4522
F 0.4767 5.5653 2.1805
F 0.0408 1.6335 5.1215
F 2.1230 1.0371 5.1642
O 2.3445 3.6411 0.7423
O -0.4238 0.8420 2.4288
O -0.8663 -0.8836 -0.2323
O -0.0073 2.9532 0.9615
O 1.6632 -0.5195 2.5296
N 1.8194 1.9664 2.4690
N -0.4562 1.4754 -1.6926
N -2.9727 5.8276 2.0416
N 1.5909 0.1562 -0.2600
N 2.6276 -3.5674 -3.1377
N 3.7697 -3.0988 -3.5737
C -3.4450 -1.4394 4.9218
C 3.9109 -0.1051 -0.7439
C 0.6843 -3.5917 -1.8785
C -3.0928 -3.8627 1.8123
C 4.9989 -0.2271 -5.4265
C -2.9506 3.4834 2.5423
C 2.8378 0.6005 -0.2005
C -4.1009 -3.0481 1.0050
C -2.5032 -2.6280 4.7410
C 1.3828 -1.0335 -0.8663
C -0.2332 -4.2710 3.0825
C -1.4460 1.0711 -2.5051
C 0.9393 4.5091 2.8232
C 1.9823 -3.0080 -2.1732
C -1.4756 1.4082 -3.8412
C -0.6612 -5.3111 4.1095
C -2.9038 4.2124 0.2730
C -0.4785 2.5831 -5.8369
C 3.8064 0.4167 -5.7492
C -2.8989 3.1722 1.1915
C 2.5761 -0.1394 -5.4126
C 3.7221 -1.9731 -4.3438
C -2.9365 5.5156 0.7491
C 4.9573 -1.4192 -4.7386
C 2.3794 -1.7666 -1.4917
C 0.9179 0.7314 4.7139
C 2.5249 -1.3253 -4.7149
C -0.2648 -2.9068 -1.2189
C 0.5122 2.2558 -2.2001
C 0.0243 -1.5747 -0.7685
C 0.5382 2.6231 -3.5276
C -0.4693 2.1986 -4.3895
C -2.9897 4.8217 2.9108
C 3.6910 -1.2841 -1.4148
H -1.2603 -3.2887 -1.0374
H 1.2672 2.6038 -1.5078
H 4.9072 0.2994 -0.6363
H 0.7416 -3.8482 3.3351
H 0.3407 3.2579 -6.0753
H 4.5092 -1.8337 -1.8580
H -2.8812 4.0176 -0.7911
H 1.5644 -1.7598 -4.4740
H -1.7007 -2.5961 5.4811
H 5.9456 0.2081 -5.7138
H 3.0078 1.5482 0.2875
H -1.6520 -5.7131 3.8866
H -3.6095 -2.4527 0.2298
H -3.0321 -3.5712 4.8848
H -2.3013 1.0562 -4.4455
H -1.4175 3.0720 -6.0984
H -3.6004 -4.4674 2.5659
H -2.9099 -0.4905 4.8400
H -2.9550 2.7029 3.2914
H 1.3424 3.2550 -3.8794
H 5.8659 -1.9436 -4.4744
H -0.7063 -4.8868 5.1131
H -2.5543 -4.5638 1.1679
H 0.0321 -6.1540 4.1434
H 1.6640 0.3590 -5.7101
H -3.9390 -1.4585 5.8950
H -2.2246 0.4782 -2.0476
H -2.9346 6.3474 0.0531
H -4.8459 -3.6800 0.5170
H -0.1221 -4.7318 2.0959
H -0.3895 1.6990 -6.4705
H -4.6405 -2.3387 1.6361
H -3.0291 5.0939 3.9601
H 0.4998 -4.5728 -2.2970
H -4.2299 -1.4248 4.1617

Record 4
ORCA calculation (the ωB97M-V functional and the def2-TZVPD basis) on one molecule with the formula C34H35FN2O4.

Properties
ΔE to the lowest compared entry with this formula, charge and spin   0.000 eV
LUMO level   0.7 eV
SMILES   CCOC(=O)C(F)(C(=O)OCC)C(c1ccc(N(C)c2ccccc2)cc1)c1ccc(N(C)c2ccccc2)cc1

Positions of all 76 atoms, in Å:
F 1.1118 0.3180 -3.1151
O 2.4371 3.0074 -1.2646
O 3.6504 -0.5258 -2.6841
O 3.7116 0.3580 -0.6276
O 1.7358 2.6824 -3.3797
N -3.2003 3.7873 1.1511
N -0.1032 -5.1296 0.0155
C 0.6168 -1.0344 -0.6093
C -0.8200 3.2771 0.9514
C -2.4493 2.0647 -0.3773
C -1.5030 -5.7917 1.9263
C -0.2240 -2.8367 0.7936
C 0.6413 -3.3167 -1.4165
C -2.1601 3.0794 0.5687
C 1.7240 0.7782 -1.9402
C -2.0953 5.7675 4.1398
C -4.1919 4.0886 3.3472
C -0.1328 1.4096 -0.4085
C -3.1451 4.3622 2.4395
C -3.1184 5.4521 5.0432
C -0.3114 -6.0598 -1.0863
C 0.9177 -1.9667 -1.6005
C -0.5194 -7.0630 3.7413
C -4.5214 3.6523 0.5498
C 0.0215 -1.4865 0.5815
C 0.8978 -6.1700 1.9929
C 5.3987 -1.9825 -3.3424
C 0.9731 0.4449 -0.7233
C 0.7553 -6.8805 3.1846
C 2.0093 2.2727 -2.1365
C 4.8246 -1.2274 -2.1854
C 0.1771 2.4727 0.4344
C -0.2370 -5.6601 1.3306
C 0.0854 -3.7821 -0.2093
C -4.1724 4.6181 4.6386
C -2.1313 5.2627 2.8350
C 1.6606 4.4098 -4.9831
C -1.4466 1.2251 -0.8514
C -1.6452 -6.5002 3.1229
C 3.1308 0.2045 -1.6965
C 1.6702 4.1321 -3.5083
H 4.4938 -1.8990 -1.3817
H -0.2333 -0.7633 1.3587
H 1.3320 -1.6590 -2.5511
H -0.5167 4.0238 1.6698
H 2.6505 4.2350 -5.4143
H -5.1322 4.5142 0.8312
H -1.3760 5.5874 2.1204
H -1.6687 0.4128 -1.5476
H 5.8756 -1.2923 -4.0433
H -2.6390 -6.6195 3.5627
H 0.3189 -5.8001 -1.9425
H 0.9305 3.7704 -5.4891
H 4.6338 -2.5637 -3.8674
H 2.5285 4.5790 -2.9912
H -0.6340 -7.6349 4.6597
H 1.3946 5.4525 -5.1761
H 1.6394 -7.2995 3.6714
H -4.9852 4.3767 5.3265
H -0.0377 -7.0630 -0.7355
H 1.8824 -6.0056 1.5464
H -4.4216 3.6394 -0.5377
H -3.1042 5.8610 6.0563
H 1.2082 2.6372 0.7412
H -5.0224 2.7313 0.8749
H -1.3675 -6.0772 -1.4110
H 5.5205 -0.4883 -1.7750
H 6.1656 -2.6642 -2.9694
H -3.4745 1.8721 -0.6996
H -5.0117 3.4355 3.0361
H -2.3673 -5.3396 1.4319
H 0.7316 4.4595 -3.0391
H 1.6895 0.6428 0.0805
H -0.6590 -3.1802 1.7312
H -1.2688 6.4153 4.4396
H 0.9017 -4.0101 -2.2092

Record 5
ORCA calculation (the ωB97M-V functional and the def2-TZVPD basis) on C34H35N2P2PdSe3Te as an isolated structure.

Properties
Charge   -1
ΔE to the lowest compared entry with this formula, charge and spin   4.747 eV
LUMO level (alpha / beta)   1.0 / 1.0 eV

Positions of all 78 atoms, in Å:
Te 4.3267 3.0128 0.5680
Pd 0.4985 1.2444 -0.3154
Se 1.5244 4.7853 1.6087
Se 2.6052 2.5500 -1.0543
Se 0.6708 3.8172 -0.1733
P -0.6096 0.8009 2.0622
P -0.3982 0.6480 -2.3635
N -1.6302 2.0344 -0.3522
N 0.9445 -0.8936 -0.5038
C -3.6922 2.4848 0.3659
C -3.9770 -2.2348 2.8447
C 3.1642 -0.9466 -1.7011
C 2.5037 -2.8197 -0.2227
C 0.9901 -0.3299 4.0405
C 1.5275 1.7363 -4.1587
C 2.3947 0.8932 5.5597
C 1.9492 -0.3156 5.0414
C 2.3614 -1.2990 -0.4356
C 2.9870 -0.6449 0.7940
C -2.2119 -0.8564 3.7225
C -1.6953 2.3034 2.0962
C -3.7353 2.3276 -1.0454
C 2.4139 0.4820 -6.0104
C 1.8743 2.0818 5.0693
C 1.6213 -0.5994 -5.6555
C 0.7495 0.6489 -3.7786
C -2.3743 2.3108 0.7545
C 0.9085 2.0675 4.0732
C -2.5721 -0.9841 1.3455
C 0.7850 -0.5157 -4.5502
C -0.5350 -2.9260 -0.7036
C -3.6351 -1.8525 1.5578
C -1.8231 -3.2768 -0.8529
C 0.1021 -1.7505 -1.4179
C -1.7554 1.8054 -2.7517
C -0.9792 -0.9033 -2.0287
C -3.2623 -1.7374 3.9289
C -2.7536 -2.5085 -1.6472
C -2.3292 -1.3080 -2.1413
C -1.8556 -0.4828 2.4257
C 0.4503 0.8632 3.5492
C 2.3572 1.6533 -5.2682
C -2.4359 2.0572 -1.4414
H 3.2094 0.1316 -1.8494
H -4.8008 -2.9188 3.0083
H 0.5355 3.0055 3.6849
H -4.5996 2.4142 -1.6866
H -3.7764 -2.8382 -1.7668
H 0.7798 -2.1424 -2.1961
H -4.5226 2.6991 1.0224
H 4.1893 -1.3174 -1.6202
H -2.2998 -0.6907 0.3400
H 2.2316 3.0297 5.4513
H -1.6712 -0.4544 4.5703
H -3.0302 -0.6340 -2.6225
H 2.3574 -1.2497 5.4068
H 2.1236 -3.3964 -1.0661
H 2.7110 -1.3947 -2.5892
H 0.6627 -1.2733 3.6177
H -4.1839 -2.2340 0.7069
H 1.9819 -3.1251 0.6845
H -2.4181 2.2580 2.9126
H -2.1979 -4.1394 -0.3122
H 4.0750 -0.7448 0.7808
H -1.0656 3.1869 2.2307
H 0.1618 -1.3516 -4.2594
H -3.5303 -2.0280 4.9372
H -2.3860 1.3446 -3.5163
H 1.4841 2.6623 -3.6033
H 1.6517 -1.5114 -6.2380
H 3.0686 0.4157 -6.8700
H 2.9626 2.5054 -5.5483
H 2.5955 -1.1109 1.7012
H 0.0967 -3.5069 -0.0488
H 3.5641 -3.0544 -0.1006
H 3.1529 0.9057 6.3323
H 2.7586 0.4186 0.8492
H -1.3215 2.7166 -3.1776

Record 6
ORCA calculation (the ωB97M-V functional and the def2-TZVPD basis) on C34H36BN4O3PdS2 as an isolated structure.

Properties
Charge   +3
ΔE to the lowest compared entry with this formula, charge and spin   1.424 eV
LUMO level (alpha / beta)   -13.4 / -13.4 eV

Positions of all 81 atoms, in Å:
Pd 1.5068 0.1753 0.7034
S -0.2758 -1.0725 1.3750
S 2.2255 -1.7508 -0.5715
O -0.4224 2.5770 0.9464
O 1.1574 2.4076 2.5648
O 5.6068 2.7302 -3.7420
N 3.0622 1.3453 -0.0033
N 3.8310 1.4608 -4.2449
N -0.8178 -3.6834 1.1425
N 1.1664 -4.1779 -0.7589
C 1.7825 -6.3796 -4.8225
C -2.3478 6.7796 2.8526
C 3.2382 1.3970 -1.3298
C 1.2445 -4.0451 -5.0901
C 1.9789 -4.8799 -2.9483
C -3.2015 -3.7991 0.8530
C 1.0569 -2.9663 -0.1638
C -0.4615 -5.0428 0.8042
C -1.5651 8.1211 2.8858
C 5.0728 2.5684 0.3229
C 1.3671 -5.3231 -5.6295
C -5.3295 -4.2791 -0.8621
C -0.4056 5.4876 3.7987
C -3.3883 -2.9993 -0.2790
C -4.0522 -4.8742 1.0897
C 0.0648 -5.1014 -0.6296
C -3.3569 6.8216 1.7170
C 4.6381 2.1000 -3.3876
C 4.3410 2.0153 -1.8998
C -1.3991 5.6243 2.7935
C -5.1301 -5.0956 0.2490
C 2.0947 -6.1602 -3.4924
C 5.2720 2.6185 -1.0473
C 2.3272 -4.5901 -1.5137
C -3.1187 6.7501 4.2064
C -0.5669 3.6266 1.8047
C -2.0755 -3.4665 1.8106
C 1.5356 -3.8281 -3.7590
C 0.5045 4.4532 3.8286
C -4.4628 -3.2230 -1.1187
C 0.4198 3.5092 2.8135
C -0.0042 -2.6819 0.7132
C -1.4686 4.6597 1.7732
C 3.9560 1.9108 0.8126
B 0.6267 1.8379 1.4132
H 2.9970 0.9566 -4.0095
H 0.4095 -6.1081 -0.8681
H -0.9683 8.2042 1.9794
H -2.4625 6.8343 5.0668
H 3.0659 -3.7772 -1.4635
H -2.7057 -2.1831 -0.4741
H 2.7654 -5.4791 -1.0479
H -0.9080 8.2078 3.7455
H 2.4346 -6.9844 -2.8826
H -5.8205 -5.8972 0.4644
H 4.0789 1.5369 -5.2235
H 2.4576 0.9278 -1.9267
H -3.8138 7.5848 4.2237
H 1.2460 4.3839 4.6061
H -2.2808 8.9379 2.9208
H 1.4595 -2.8364 -3.3355
H 0.9324 -3.2252 -5.7173
H -2.1407 -2.4251 2.1312
H -3.9101 -5.5052 1.9545
H -2.1949 4.7108 0.9810
H 0.3155 -5.3972 1.4935
H -0.3528 6.2231 4.5849
H 5.7737 3.0283 1.0012
H 1.8588 -7.3725 -5.2374
H -3.6739 5.8171 4.2776
H -4.0090 7.6821 1.8376
H -3.9844 5.9330 1.7033
H 3.7662 1.8365 1.8806
H -2.1364 -4.1119 2.6901
H -1.3333 -5.6883 0.9147
H -4.6205 -2.5874 -1.9762
H 1.1387 -5.4940 -6.6701
H 6.1324 3.1104 -1.4791
H -0.7320 -4.8295 -1.3351
H -6.1444 -4.4843 -1.5405
H -2.8675 6.9139 0.7495